# 1
Entry from OMol25: C16H47ClCrF12N5O22S4 as an isolated structure (ωB97M-V with the def2-TZVPD basis set).

ORCA input file:
```
! wB97M-V def2-TZVPD RIJCOSX def2/J DEFGRID3
* xyz 0 4
Cr 1.04 -0.84 -1.43
C -0.38 -1.55 -5.24
F -0.42 -1.90 -6.56
F -0.65 -0.29 -5.17
F -1.40 -2.30 -4.67
S 1.42 -1.91 -4.50
O 2.07 -2.87 -5.39
O 2.15 -0.63 -4.39
N 1.16 -2.30 -2.77
S 1.24 -3.91 -2.80
O 1.01 -4.25 -1.47
O 0.36 -4.59 -3.74
C 3.21 -4.40 -3.07
F 3.66 -4.77 -1.90
F 3.18 -5.38 -3.92
F 3.92 -3.37 -3.49
C 3.56 -0.91 1.60
F 4.64 -0.35 2.28
F 3.01 -1.98 2.14
F 2.77 0.12 1.54
S 4.09 -1.43 -0.18
O 5.50 -1.18 -0.36
O 3.67 -2.76 -0.49
N 2.95 -0.37 -1.14
S 3.95 0.63 -1.91
O 5.05 0.07 -2.63
O 3.17 1.48 -2.77
C 4.60 1.87 -0.51
F 3.48 2.39 0.12
F 5.35 1.26 0.39
F 5.34 2.85 -1.03
Cl -2.95 -4.33 -0.67
O -4.07 -4.31 0.21
O -3.28 -3.55 -1.85
O -1.83 -3.71 -0.01
O -2.70 -5.71 -0.97
O 1.01 -2.20 0.12
H 0.99 -2.31 1.07
H 1.08 -3.09 -0.22
O 0.58 0.79 -2.67
H 0.28 1.60 -2.27
H 0.66 0.99 -3.60
O 0.65 1.95 -5.25
H 1.37 2.58 -5.17
H 0.46 1.93 -6.19
O -1.04 -1.21 -1.65
H -1.51 -1.89 -1.17
H -1.73 -0.61 -1.95
O 0.33 -4.28 1.78
H -0.58 -4.12 1.52
H 0.28 -4.99 2.42
O -0.71 -1.35 2.10
H -1.05 -0.72 2.73
H -0.85 -2.20 2.51
O 0.40 0.36 0.04
H 0.42 1.29 0.26
H -0.10 -0.04 0.76
C 0.72 0.03 4.45
C -0.33 -0.78 5.19
C -0.25 -0.50 6.78
O -0.67 0.71 7.21
C -0.30 1.04 8.60
N -1.54 -0.18 4.76
H 0.83 -0.25 3.40
H 1.66 -0.36 4.85
H 0.70 1.12 4.49
H -0.32 -1.83 4.89
H 0.81 -0.63 7.01
H -0.78 -1.24 7.38
H 0.61 0.55 8.95
H -1.11 0.77 9.28
H -0.19 2.12 8.73
H -2.37 -0.66 5.07
H -1.58 0.66 5.32
C -4.52 0.23 -1.63
C -3.62 0.96 -2.70
C -2.68 1.91 -1.91
O -1.63 2.41 -2.74
C -2.03 3.59 -3.48
N -2.84 -0.09 -3.28
H -3.83 -0.23 -0.93
H -5.12 -0.52 -2.15
H -5.18 0.90 -1.08
H -4.22 1.38 -3.50
H -2.24 1.36 -1.08
H -3.25 2.67 -1.37
H -2.26 4.46 -2.86
H -2.77 3.52 -4.28
H -1.18 4.02 -4.00
H -2.20 0.34 -3.93
H -3.50 -0.57 -3.88
C 0.78 4.90 1.39
C 0.27 3.45 1.09
C -1.26 3.21 1.36
O -1.47 1.81 1.60
C -2.76 1.54 1.92
N 0.60 3.27 -0.33
H 1.65 5.16 0.78
H 0.91 5.17 2.43
H -0.05 5.49 0.99
H 0.88 2.73 1.64
H -1.91 3.62 0.58
H -1.40 3.87 2.22
H -3.35 1.42 1.01
H -3.34 2.07 2.67
H -2.67 0.47 2.11
H 0.03 3.97 -0.80
H 1.49 3.64 -0.63
*
```

Max |F|   0.0978 hartree/bohr
E_LUMO (spin up / spin down)   -1.56 / -1.11 eV
Frontier orbital gap (spin up / spin down)   0.2589 / 0.2753 Ha



# 2
Entry from OMol25: C16H47N4O7Sr as an isolated structure (ωB97M-V with the def2-TZVPD basis set).

ORCA input file:
```
! wB97M-V def2-TZVPD RIJCOSX def2/J DEFGRID3
* xyz -1 1
Sr 2.81 18.25 12.02
O 1.74 16.32 10.88
H 1.12 15.63 11.11
O 2.89 17.28 14.25
H 2.37 16.66 14.75
O 4.62 17.68 10.33
H 5.40 17.83 9.80
C 0.75 21.22 8.98
C 1.20 20.35 10.14
C 0.02 19.70 10.87
O 0.39 18.95 12.00
C -0.76 18.55 12.71
N 2.09 19.28 9.62
H 0.22 20.62 8.24
H 1.59 21.76 8.54
H 0.08 22.03 9.31
H 1.87 20.84 10.86
H -0.57 19.10 10.17
H -0.62 20.53 11.22
H -0.55 18.13 13.69
H -1.32 17.85 12.09
H -1.41 19.42 12.86
H 2.89 19.80 9.26
H 1.68 18.94 8.75
C 8.09 16.59 13.33
C 7.44 17.87 12.84
C 7.77 18.13 11.39
O 9.10 18.58 11.24
C 9.48 18.74 9.91
N 5.96 17.83 13.02
H 7.80 15.68 12.79
H 7.85 16.41 14.38
H 9.18 16.69 13.24
H 7.79 18.71 13.45
H 7.10 18.90 10.99
H 7.58 17.24 10.78
H 9.41 17.82 9.33
H 10.52 19.10 9.89
H 8.87 19.52 9.42
H 5.76 17.04 13.64
H 5.59 17.39 12.15
C 0.71 21.88 14.22
C 2.20 21.62 14.09
C 2.89 22.05 15.38
O 2.91 23.49 15.49
C 3.67 23.93 16.60
N 2.42 20.17 13.94
H 0.29 21.19 14.96
H 0.18 21.66 13.28
H 0.46 22.89 14.54
H 2.62 22.16 13.24
H 3.95 21.77 15.35
H 2.35 21.67 16.25
H 3.35 24.94 16.83
H 4.73 23.85 16.35
H 3.47 23.31 17.48
H 3.32 19.91 14.36
H 1.87 19.69 14.66
C 5.56 22.36 12.46
C 4.82 21.58 11.38
C 5.45 21.76 10.01
O 4.68 21.09 9.05
C 5.27 21.09 7.78
N 4.66 20.17 11.78
H 5.08 22.16 13.42
H 5.47 23.45 12.36
H 6.62 22.09 12.53
H 3.81 22.02 11.32
H 6.49 21.39 10.09
H 5.50 22.83 9.75
H 5.44 22.08 7.33
H 4.65 20.49 7.11
H 6.25 20.59 7.84
H 5.39 19.93 12.45
H 5.03 19.61 10.99
*
```

Max |F|   0.0488 hartree/bohr
E_LUMO   2.52 eV
ΔE to the lowest compared entry with this formula, charge and spin   0.0 kcal/mol
Frontier orbital gap   0.2111 Ha



# 3
Entry from OMol25: a 9-piece molecular cluster, C16H48BF4O8 overall (ωB97M-V with the def2-TZVPD basis set).

ORCA input file:
```
! wB97M-V def2-TZVPD RIJCOSX def2/J DEFGRID3
* xyz -1 1
B 0.27 -0.15 0.62
F 0.83 -1.38 0.49
F -0.29 0.22 -0.63
F -0.70 -0.21 1.62
F 1.24 0.80 0.97
C -1.62 3.66 1.93
C -1.66 2.57 2.89
O -0.30 2.25 3.24
H -1.10 4.59 2.08
H -2.70 3.69 1.49
H -0.90 3.27 1.11
H -1.93 1.80 2.33
H -2.29 2.80 3.68
H 0.17 1.63 2.67
C -2.69 2.30 -4.56
C -1.80 1.48 -3.64
O -1.85 1.91 -2.34
H -2.66 1.98 -5.62
H -2.58 3.36 -4.66
H -3.76 2.00 -4.31
H -0.72 1.52 -4.01
H -2.12 0.31 -3.80
H -1.66 1.18 -1.89
C 2.78 5.10 -0.73
C 1.89 3.96 -0.25
O 2.68 2.95 0.23
H 3.58 4.65 -1.24
H 3.40 5.56 -0.04
H 2.24 5.68 -1.38
H 1.22 3.48 -0.97
H 1.35 4.37 0.51
H 2.25 2.07 0.49
C -5.15 -0.37 -0.03
C -3.75 0.02 0.18
O -3.21 -0.89 1.25
H -5.00 -1.40 -0.19
H -5.34 0.21 -1.00
H -5.69 0.03 0.87
H -3.70 1.11 0.17
H -3.03 -0.31 -0.53
H -2.25 -0.95 1.08
C -1.31 -5.14 -1.18
C -0.40 -4.01 -0.55
O -0.02 -3.02 -1.55
H -1.71 -5.70 -0.35
H -0.81 -5.67 -1.82
H -2.11 -4.76 -1.71
H 0.56 -4.64 -0.35
H -0.82 -3.59 0.39
H 0.41 -2.26 -1.15
C 3.66 -3.89 -0.87
C 3.85 -2.73 0.05
O 5.16 -2.58 0.53
H 4.43 -3.86 -1.62
H 2.61 -3.77 -1.11
H 3.84 -4.88 -0.26
H 3.12 -2.65 0.89
H 3.35 -1.90 -0.68
H 5.37 -3.47 0.60
C 3.42 0.77 -4.04
C 2.68 0.72 -2.83
O 1.48 0.00 -2.84
H 3.80 -0.40 -3.97
H 4.32 1.63 -3.90
H 2.69 1.14 -4.99
H 2.46 1.74 -2.40
H 3.36 0.47 -2.09
H 1.22 0.14 -2.01
C -0.68 -1.34 4.80
C -0.97 -2.05 6.16
O -0.77 -1.07 7.10
H -0.82 -1.99 3.99
H 0.16 -1.04 4.50
H -1.39 -0.47 4.72
H -0.13 -2.85 6.39
H -1.95 -2.55 6.52
H -1.50 -1.17 7.54
*
```

Max |F|   0.1814 hartree/bohr
E_LUMO   2.79 eV
ΔE to the lowest compared entry with this formula, charge and spin   214.2 kcal/mol
Frontier orbital gap   0.3578 Ha



# 4
Entry from OMol25: C16H48BF4O8S8Y as an isolated structure (ωB97M-V with the def2-TZVPD basis set).

ORCA input file:
```
! wB97M-V def2-TZVPD RIJCOSX def2/J DEFGRID3
* xyz 2 1
Y 0.25 -0.31 0.19
B 2.12 -2.65 0.64
F 3.12 -2.99 -0.24
F 0.96 -2.47 -0.04
F 1.86 -3.74 1.47
F 2.38 -1.53 1.34
C 3.73 0.77 2.90
S 2.25 1.84 2.72
O 1.22 1.03 1.86
C 1.79 1.71 4.50
H 4.41 1.41 3.47
H 4.31 0.63 1.98
H 3.58 -0.20 3.36
H 0.84 2.25 4.45
H 2.54 2.00 5.23
H 1.70 0.63 4.59
C 0.07 -3.19 4.21
S -0.80 -1.61 3.63
O -0.21 -1.27 2.27
C -2.45 -2.30 3.49
H 0.07 -4.02 3.51
H -0.18 -3.59 5.19
H 1.14 -2.98 4.23
H -3.08 -1.84 2.73
H -3.02 -2.26 4.41
H -2.46 -3.36 3.24
C -3.65 -0.39 -2.83
S -3.11 0.39 -1.27
O -1.63 0.27 -0.94
C -3.39 2.09 -1.89
H -3.37 -1.44 -2.74
H -2.94 -0.03 -3.57
H -4.71 -0.18 -2.99
H -2.86 2.63 -1.09
H -4.42 2.44 -1.90
H -3.02 2.24 -2.90
C -3.81 -3.31 -0.02
S -1.98 -3.29 0.26
O -1.46 -1.86 0.12
C -1.67 -4.35 -1.30
H -4.23 -2.92 0.91
H -4.30 -4.26 -0.23
H -4.03 -2.61 -0.83
H -0.61 -4.48 -1.49
H -2.00 -3.73 -2.14
H -2.25 -5.27 -1.21
C 2.43 -1.97 -3.80
S 0.79 -2.17 -3.01
O 0.66 -1.06 -1.97
C -0.19 -1.51 -4.48
H 3.19 -2.55 -3.28
H 2.70 -0.92 -3.77
H 2.40 -2.21 -4.87
H -0.35 -2.30 -5.21
H 0.27 -0.65 -4.97
H -1.20 -1.16 -4.26
C 3.77 1.83 -2.49
S 3.63 1.20 -0.74
O 2.27 0.53 -0.56
C 4.78 -0.13 -1.12
H 4.75 2.26 -2.70
H 3.04 2.64 -2.52
H 3.51 1.12 -3.27
H 5.74 0.30 -1.41
H 4.45 -0.94 -1.77
H 5.01 -0.53 -0.14
C -3.61 1.87 2.61
S -1.78 1.69 2.70
O -1.33 0.97 1.47
C -1.46 3.48 2.33
H -3.98 0.87 2.38
H -4.00 2.36 1.72
H -4.10 2.29 3.48
H -1.89 4.06 3.15
H -1.98 3.79 1.43
H -0.38 3.64 2.26
C 0.14 3.57 -2.72
S -0.09 3.47 -0.93
O 0.28 2.07 -0.53
C 1.13 4.68 -0.34
H 1.10 3.31 -3.16
H -0.11 4.59 -3.00
H -0.65 2.99 -3.20
H 0.81 5.72 -0.24
H 2.05 4.55 -0.91
H 1.50 4.36 0.63
*
```

Max |F|   0.0756 hartree/bohr
E_LUMO   -3.88 eV
ΔE to the lowest compared entry with this formula, charge and spin   87.8 kcal/mol
Frontier orbital gap   0.3569 Ha